{"formula": "C23H46F4N17O9", "method": "the ωB97M-V functional and the def2-TZVPD basis", "charge": 1, "relative_energy_kj_mol": 1748.6, "symbols": ["O", "C", "O", "C", "C", "C", "N", "F", "C", "N", "C", "C", "F", "F", "F", "N", "C", "C", "C", "N", "C", "C", "C", "C", "C", "C", "C", "O", "N", "H", "H", "H", "H", "H", "H", "H", "H", "H", "H", "H", "H", "H", "H", "H", "H", "H", "H", "H", "H", "H", "H", "C", "O", "N", "N", "H", "H", "H", "H", "C", "O", "N", "N", "H", "H", "H", "H", "C", "O", "N", "N", "H", "H", "H", "H", "C", "O", "N", "N", "H", "H", "H", "H", "C", "O", "N", "N", "H", "H", "H", "H", "C", "O", "N", "N", "H", "H", "H", "H"], "positions_angstrom": [[6.30279, -0.28270, -1.47471], [5.38163, 0.11680, -0.59021], [5.35448, -0.44749, 0.77814], [4.22627, 1.27245, -0.91414], [4.64733, 2.27629, -2.15421], [4.45502, 1.52435, -3.60011], [3.02416, 1.15224, -3.93118], [2.27267, 2.11682, -4.55845], [2.42623, -0.06500, -3.71296], [3.08636, -1.28979, -3.07407], [1.99455, -2.37174, -3.12425], [2.28232, -3.88171, -2.55440], [1.70525, -4.98000, -3.36358], [1.79962, -3.88161, -1.12258], [3.78105, -4.03248, -2.47466], [0.69931, -1.87414, -3.72697], [-0.62413, -2.54734, -4.01568], [-1.23268, -3.44517, -2.78655], [-1.94872, -2.58895, -1.58587], [-3.45062, -2.70371, -1.72612], [-4.00153, -1.88210, -2.87112], [-4.10694, -0.25894, -2.52866], [-2.82647, 0.76844, -2.47147], [-2.88469, 2.36603, -2.09197], [-4.37030, 2.99106, -1.73362], [-5.67397, 1.97771, -1.83530], [-5.60211, 0.37632, -2.22223], [-6.86214, -0.40385, -2.27498], [1.01421, -0.53419, -4.05034], [5.13817, -1.44199, 0.75296], [3.19661, 0.71731, -1.11071], [4.08448, 1.93804, 0.03952], [5.80125, 2.53412, -2.05188], [4.08162, 3.30400, -2.10739], [5.22179, 0.61748, -3.70960], [4.79856, 2.30504, -4.43512], [-1.37676, -1.67490, -4.32784], [-0.46323, -3.17363, -5.01923], [-0.47793, -4.18701, -2.28734], [-2.08873, -4.12588, -3.26500], [-1.66884, -3.14533, -0.56810], [-1.53990, -1.49806, -1.47585], [-3.95974, -2.54957, -0.82840], [-3.47376, -2.10364, -3.90383], [-5.13193, -2.23685, -3.01771], [-1.76228, 0.29407, -2.72931], [-1.87112, 2.95169, -2.07013], [-4.41039, 4.12223, -1.42679], [-6.74671, 2.40648, -1.58749], [-7.14591, -0.33905, -3.25436], [0.31635, 0.09069, -4.51093], [2.82341, -4.76529, 2.32405], [3.45913, -3.79195, 1.95127], [2.93389, -5.27485, 3.56418], [1.95538, -5.41549, 1.52819], [2.41888, -6.07555, 3.88949], [3.57686, -4.81502, 4.19545], [1.84229, -5.06420, 0.58621], [1.42287, -6.21871, 1.81702], [7.96390, 4.62833, -1.07951], [7.27890, 3.87826, -1.75676], [8.03891, 5.95164, -1.30973], [8.70505, 4.19884, -0.04226], [8.59736, 6.58528, -0.76309], [7.49621, 6.31632, -2.08163], [8.67695, 3.20904, 0.16516], [9.27543, 4.80106, 0.52707], [-9.61814, 0.97015, -0.46113], [-8.60839, 1.29822, 0.14159], [-10.84306, 1.41148, -0.12262], [-9.59644, 0.13798, -1.51786], [-11.68613, 1.15253, -0.60672], [-10.90399, 2.04013, 0.66759], [-8.69398, -0.21733, -1.80570], [-10.41717, -0.14379, -2.02693], [7.06341, -1.87332, 4.46892], [7.18038, -2.83708, 5.20920], [7.53791, -0.65400, 4.78177], [6.44965, -1.94427, 3.27398], [7.45124, 0.15157, 4.18534], [8.00703, -0.55703, 5.67276], [6.07792, -2.84441, 2.99997], [6.34347, -1.16182, 2.65056], [-12.05079, 2.82535, 3.16189], [-11.02319, 2.75716, 2.50622], [-13.01100, 3.73512, 2.91678], [-12.31509, 1.99681, 4.18820], [-13.86384, 3.80686, 3.44565], [-12.85170, 4.37835, 2.15243], [-11.61795, 1.29681, 4.40618], [-13.15544, 2.03742, 4.73984], [4.96393, 1.36605, 7.27332], [5.97368, 1.69412, 7.87604], [3.73902, 1.80738, 7.61183], [4.98564, 0.53388, 6.21660], [2.89595, 1.54843, 7.12773], [3.67808, 2.43603, 8.40204], [5.88809, 0.17857, 5.92875], [4.16491, 0.25211, 5.70752]], "atomic_forces_ev_per_a": [[-6.10, 2.59, 5.63], [3.72, -2.02, -3.29], [-0.89, -0.16, -3.13], [0.37, 0.22, 0.40], [0.58, -0.99, 0.08], [2.11, 1.59, -0.20], [0.07, -2.65, 0.81], [0.08, -0.68, 0.35], [-2.29, -5.08, 0.73], [-5.75, -0.55, -2.00], [-0.26, 4.07, -1.59], [1.89, -0.35, 1.22], [2.01, 4.07, 3.21], [1.32, -0.45, -5.02], [-5.72, 0.25, -0.42], [6.04, -0.16, 2.41], [-1.18, -0.30, -1.35], [-0.77, -0.19, 0.00], [0.25, -0.96, 1.12], [1.12, 0.98, -0.95], [-1.79, 0.84, 0.31], [-0.90, 3.34, 0.46], [-2.48, 1.12, 0.57], [-3.96, -3.22, -0.06], [1.31, -4.55, -1.37], [2.41, -0.96, -0.36], [3.47, 2.96, 0.32], [2.82, 1.76, -2.32], [2.51, 2.08, 0.19], [0.60, 1.91, -0.35], [2.23, 1.01, 0.49], [0.31, -1.51, -1.68], [-2.47, -0.56, -0.31], [0.84, -2.21, -0.10], [-2.24, 1.60, 0.41], [-1.06, -1.79, 1.66], [1.69, -1.83, 0.96], [-0.30, 1.16, 2.35], [-1.15, 1.58, -1.34], [1.93, 1.55, 0.95], [-0.59, 1.28, -2.22], [-0.70, -1.83, -0.41], [0.69, 0.17, -1.22], [-0.81, 0.49, 2.32], [2.49, 0.87, 0.29], [-2.53, 1.17, 0.64], [-2.36, -1.11, 0.01], [-0.31, -2.59, -0.68], [2.45, -1.04, -0.46], [0.68, -0.14, 2.12], [0.69, -1.03, 0.60], [0.25, 0.17, 0.19], [0.28, 0.43, -0.25], [0.41, -0.05, 1.15], [-0.85, -0.32, -1.24], [0.11, 0.15, -0.07], [-0.21, -0.21, -0.16], [0.06, -0.25, 0.46], [0.13, 0.15, -0.02], [0.07, 0.00, 0.04], [-0.28, -0.24, -0.28], [-0.31, 1.11, -0.62], [0.43, -0.88, 0.84], [-0.09, -0.13, -0.11], [0.25, -0.09, 0.31], [0.08, 0.38, -0.06], [-0.10, -0.11, -0.12], [0.05, 0.34, 0.49], [0.36, 0.07, -0.07], [-0.88, 0.59, 0.40], [0.38, -1.07, -1.36], [0.23, -0.01, 0.04], [-0.02, -0.08, 0.13], [-0.36, 0.15, 0.32], [0.08, 0.10, 0.20], [0.04, -1.09, 0.31], [-0.05, 0.09, 0.02], [0.61, 1.35, 0.85], [-0.70, -0.44, -1.08], [0.10, -0.15, 0.04], [-0.02, -0.01, -0.30], [0.05, 0.30, 0.08], [0.07, -0.07, 0.09], [0.31, -0.04, -0.13], [0.15, 0.00, -0.19], [-0.72, 1.06, -0.65], [0.19, -1.02, 0.90], [0.17, -0.01, -0.09], [-0.09, -0.21, 0.33], [-0.28, 0.26, -0.06], [0.17, 0.01, -0.11], [0.65, 0.13, 0.35], [0.06, 0.03, -0.02], [-1.19, 0.79, 0.73], [0.36, -0.72, -1.03], [0.19, 0.03, 0.11], [-0.01, -0.26, -0.31], [-0.36, -0.04, 0.03], [0.15, 0.02, 0.14]]}

***

{"formula": "C23H46FINO9S", "method": "the ωB97M-V functional and the def2-TZVPD basis", "charge": 1, "symbols": ["C", "C", "C", "O", "O", "C", "C", "C", "O", "C", "C", "C", "C", "C", "I", "O", "C", "C", "C", "C", "C", "C", "N", "S", "O", "O", "F", "C", "C", "O", "O", "H", "H", "H", "H", "H", "H", "H", "H", "H", "H", "H", "H", "H", "H", "H", "H", "H", "H", "H", "H", "H", "H", "H", "H", "H", "H", "H", "H", "H", "H", "H", "H", "H", "H", "H", "H", "C", "C", "O", "C", "C", "H", "H", "H", "H", "H", "H", "H", "H", "H", "H"], "positions_angstrom": [[-5.23390, -1.40283, -2.07584], [-4.44481, -2.18749, -3.15049], [-3.01672, -2.25237, -2.66465], [-2.61941, -3.15287, -1.95710], [-2.24912, -1.18404, -3.03587], [-0.90037, -1.51785, -3.34319], [0.04320, -0.41841, -2.81115], [1.19567, -0.96626, -1.94862], [2.37075, -0.28791, -2.39094], [3.47241, -0.39506, -1.52660], [3.13658, 0.17106, -0.13887], [4.45661, 0.29260, 0.65517], [5.20984, 1.61566, 0.58874], [5.55798, 2.16374, -0.79816], [7.14043, 0.95957, -1.65450], [2.59707, 1.41674, -0.40228], [1.98477, 2.09391, 0.68751], [1.07841, 3.18528, 0.10694], [0.42403, 3.99654, 1.22924], [1.74946, 4.01255, -0.99719], [0.61403, 4.67074, -1.81769], [2.63179, 5.17906, -0.44445], [2.10900, -0.80127, 0.43223], [2.59290, -2.45650, 0.76868], [1.92473, -2.75632, 1.97537], [2.30428, -3.26020, -0.35141], [4.09547, -2.44166, 1.01836], [0.86160, -0.73942, -0.46216], [-0.28691, -1.64763, 0.05804], [-1.50441, -1.01714, -0.27390], [-1.97712, -0.31412, 0.86389], [-5.53756, -2.05606, -1.26131], [-6.10339, -0.89828, -2.48577], [-4.58423, -0.65405, -1.61984], [-4.50964, -1.71059, -4.12301], [-4.77367, -3.22120, -3.16371], [-0.60262, -2.48330, -2.93835], [-0.79332, -1.57307, -4.42565], [0.51039, 0.06070, -3.66974], [-0.49999, 0.37426, -2.30072], [1.28970, -2.02341, -2.20509], [3.87339, -1.41615, -1.47374], [4.24803, 0.20808, -1.98632], [4.30869, 0.03481, 1.71047], [5.13520, -0.47826, 0.28415], [4.75335, 2.42902, 1.15329], [6.16101, 1.44118, 1.09079], [6.01591, 3.13631, -0.66386], [4.71856, 2.21992, -1.47865], [2.68168, 2.58442, 1.37281], [1.32055, 1.47060, 1.30437], [0.25663, 2.63818, -0.37748], [-0.20545, 3.31205, 1.80199], [1.18130, 4.42151, 1.88311], [-0.25094, 4.74530, 0.83018], [2.31044, 3.42629, -1.72051], [-0.09624, 3.89026, -2.11045], [0.04098, 5.36476, -1.20857], [0.98233, 5.12573, -2.73266], [2.15902, 6.12852, -0.67351], [2.78545, 5.06320, 0.62469], [3.57452, 5.16770, -0.98878], [1.79420, -0.44679, 1.34661], [0.42023, 0.25289, -0.40419], [-0.24185, -2.65222, -0.35423], [-0.25590, -1.66325, 1.14879], [-1.83225, 0.62258, 0.66302], [-4.59154, -3.31344, 1.73451], [-4.63258, -2.04820, 2.57647], [-5.37432, -2.17706, 3.77299], [-4.92130, -3.15798, 4.68849], [-3.49995, -2.93640, 5.17792], [-5.60297, -3.63504, 1.48184], [-4.03816, -3.13498, 0.80995], [-4.10594, -4.13809, 2.25813], [-5.11997, -1.25758, 2.00441], [-3.61764, -1.69484, 2.79378], [-5.03080, -4.15952, 4.25827], [-5.60447, -3.10883, 5.53588], [-2.77412, -2.98396, 4.36410], [-3.23136, -3.69863, 5.90969], [-3.40762, -1.95515, 5.64633]], "atomic_forces_ev_per_a": [[0.25, 0.08, 0.06], [0.31, 0.31, 0.89], [-0.38, -0.78, 0.42], [0.26, 0.70, -0.66], [-0.21, -0.81, -0.43], [0.66, 0.78, 0.39], [0.16, -0.26, -0.35], [-0.14, 0.25, -0.68], [-0.18, -0.12, 0.50], [-0.34, 0.03, -0.50], [2.55, 0.93, -1.66], [-0.22, -0.72, 0.77], [0.19, 0.40, -0.38], [0.48, -0.38, 0.55], [-0.34, 0.14, -0.12], [-0.99, -0.73, 0.91], [-0.65, 1.45, 0.31], [-0.13, -0.64, -0.48], [0.15, -0.78, -0.22], [-0.80, 1.83, -0.05], [-0.19, -1.08, 0.08], [-0.04, -1.06, -0.66], [-0.27, 1.28, 0.39], [-1.99, -2.90, 0.60], [0.56, 0.83, 0.38], [0.76, 0.75, -0.56], [0.04, 0.67, -0.20], [-0.77, -0.96, -0.97], [0.34, 0.75, 0.53], [-0.17, -0.21, -0.53], [0.12, 0.02, 0.56], [-0.11, -0.11, -0.06], [-0.08, -0.07, -0.02], [-0.11, 0.21, -0.09], [0.02, -0.04, -0.07], [-0.20, -0.01, -0.33], [-0.37, -0.09, 0.14], [-0.19, -0.02, -0.07], [0.20, 0.03, 0.06], [-0.23, -0.10, 0.05], [0.21, -0.12, 0.44], [-0.13, -0.05, 0.13], [0.15, 0.08, 0.19], [-0.07, 0.14, 0.04], [0.00, 0.02, -0.07], [-0.37, -0.15, 0.00], [-0.02, -0.07, 0.15], [-0.05, 0.12, -0.20], [0.04, 0.04, -0.15], [0.42, -0.36, -0.12], [0.21, -0.33, -0.08], [0.05, -0.01, -0.16], [0.07, 0.09, 0.27], [-0.19, 0.26, 0.13], [0.17, 0.27, 0.03], [0.10, -0.44, 0.35], [-0.01, 0.04, -0.22], [0.14, 0.34, -0.12], [0.04, 0.30, 0.10], [-0.03, 0.15, 0.32], [0.31, 0.27, 0.04], [0.24, 0.13, 0.31], [0.20, -0.17, 0.09], [0.75, 0.35, 0.49], [-0.31, -0.03, -0.11], [0.12, -0.42, 0.03], [-0.06, -0.02, -0.31], [0.01, -0.05, 0.06], [0.11, -0.09, -0.10], [-0.17, 0.16, 0.04], [0.07, -0.12, 0.01], [0.05, 0.10, -0.08], [0.00, 0.02, -0.02], [-0.01, 0.02, 0.00], [0.06, 0.02, -0.03], [-0.07, 0.04, 0.11], [0.03, -0.05, -0.03], [0.06, -0.01, -0.01], [-0.07, 0.08, -0.06], [0.00, -0.09, 0.01], [-0.02, 0.00, 0.01], [-0.02, -0.01, 0.03]]}

***

no.,LUMO level (eV),E (eV)
1,-4.35,-79206.54030
2,-3.20,-66155.78655